Computed, not measured: a molecular structure, C20H43InN2P3SSe at a distorted geometry, with ωB97M-V with the def2-TZVPD basis set.

Output
LUMO level: -10.94 eV
energy above the lowest of the compared OMol25 structures with the same formula, charge and spin: 239.2 kJ/mol
total energy: -133612.9955 eV
F_max: 4.932 eV/A
HOMO: -16.56 eV
Kohn-Sham gap: 5.6 eV

```
! wB97M-V def2-TZVPD RIJCOSX def2/J DEFGRID3
* xyz 3 1
In 0.38 -0.36 -0.10
P -1.48 -0.83 1.96
P 1.38 -2.84 -0.14
P -1.89 -0.89 -1.58
H -0.17 4.45 -0.36
C -1.25 4.35 -0.52
C -2.07 3.96 0.48
H -1.69 3.72 1.47
C -0.97 -0.30 3.63
C -1.93 -2.58 2.28
C -3.12 0.01 1.86
C 2.50 -3.06 -1.57
C 2.49 -3.14 1.27
C 0.31 -4.31 -0.22
C -2.98 0.58 -1.64
C -3.01 -2.29 -1.20
C -1.49 -1.17 -3.34
H -1.64 4.58 -1.52
H -3.16 3.91 0.33
H -0.60 0.73 3.61
H -0.16 -0.96 4.00
H -1.83 -0.38 4.31
H -1.02 -3.16 2.46
H -2.48 -3.01 1.44
H -2.56 -2.64 3.19
H -2.98 1.03 1.48
H -3.55 0.07 2.87
H -3.81 -0.52 1.20
H 3.13 -3.95 -1.39
H 3.13 -2.17 -1.70
H 1.91 -3.21 -2.49
H 3.08 -4.05 1.06
H 1.90 -3.29 2.19
H 3.17 -2.28 1.41
H 0.94 -5.21 -0.21
H -0.28 -4.29 -1.15
H -0.38 -4.34 0.64
H -3.49 0.58 -2.61
H -2.39 1.50 -1.54
H -3.72 0.55 -0.83
H -3.60 -2.51 -2.10
H -3.68 -2.06 -0.37
H -2.42 -3.18 -0.95
H -2.42 -1.09 -3.92
H -1.06 -2.17 -3.48
H -0.76 -0.42 -3.68
C 1.43 1.86 -3.53
C 0.98 3.14 -3.18
C 1.11 4.21 -4.08
C 1.67 4.00 -5.35
C 2.09 2.71 -5.72
C 1.97 1.65 -4.81
Se 1.51 0.30 -2.30
H 0.42 1.13 -0.96
H 0.53 3.30 -2.20
H 0.77 5.21 -3.79
H 1.77 4.83 -6.05
H 2.51 2.53 -6.71
H 2.30 0.65 -5.09
S 2.61 0.62 1.12
C 2.28 0.74 2.78
N 2.68 -0.14 3.73
C 2.46 0.35 5.08
C 1.82 1.72 4.86
N 1.68 1.79 3.41
H 3.20 -0.98 3.50
H 3.40 0.42 5.63
H 1.78 -0.33 5.62
H 2.47 2.52 5.23
H 0.85 1.80 5.35
H 1.44 2.63 2.91
*
```

Computed, not measured: 8 unconnected molecules or ions with the total composition C20H43N2O29S7 at a distorted geometry, with ωB97M-V with the def2-TZVPD basis set.

Output
LUMO level: -2.25 eV
total energy: -159628.0214 eV
F_max: 4.093 eV/A
HOMO: -12.26 eV
Kohn-Sham gap: 10.0 eV

```
! wB97M-V def2-TZVPD RIJCOSX def2/J DEFGRID3
* xyz 1 1
N 1.85 2.91 -3.79
C 1.96 1.51 -3.38
C 2.49 0.58 -4.50
N 3.98 0.49 -4.60
C 4.72 1.75 -4.27
C 6.15 1.55 -4.89
O 6.82 0.45 -4.31
C 6.06 -0.75 -4.36
C 4.60 -0.59 -3.79
H 1.79 3.54 -2.99
H 1.07 3.05 -4.42
H 0.93 1.15 -3.14
H 2.54 1.36 -2.45
H 2.09 -0.45 -4.36
H 2.07 0.96 -5.46
H 4.20 0.28 -5.58
H 4.74 1.95 -3.19
H 4.22 2.59 -4.79
H 6.68 2.51 -4.74
H 5.99 1.44 -5.99
H 5.91 -0.99 -5.45
H 6.59 -1.59 -3.87
H 4.07 -1.55 -3.87
H 4.73 -0.29 -2.73
C -1.07 -3.07 -5.32
C -0.36 -4.28 -5.90
O 0.80 -3.73 -6.56
S 1.30 -2.44 -5.76
O 2.37 -2.82 -4.90
O 1.42 -1.36 -6.68
O -0.01 -2.21 -4.87
H -1.64 -2.54 -6.08
H -1.72 -3.34 -4.50
H -0.98 -4.83 -6.61
H -0.01 -4.95 -5.12
C -1.49 3.72 0.37
C -1.27 5.21 0.50
O 0.14 5.36 0.69
S 0.90 4.19 -0.10
O 1.34 4.71 -1.36
O 1.78 3.54 0.80
O -0.36 3.25 -0.37
H -1.48 3.23 1.35
H -2.42 3.48 -0.14
H -1.82 5.65 1.33
H -1.55 5.74 -0.42
C -2.19 0.78 4.20
C -2.81 -0.59 4.24
O -3.32 -0.81 2.91
S -2.37 -0.07 1.86
O -1.46 -1.02 1.33
O -3.18 0.76 1.03
O -1.57 0.86 2.90
H -2.95 1.56 4.26
H -1.45 0.93 4.98
H -3.60 -0.66 4.98
H -2.06 -1.36 4.45
C -5.78 -1.70 8.22
C -6.88 -0.72 7.88
O -6.26 0.56 7.97
S -4.72 0.44 7.55
O -4.58 0.82 6.18
O -3.93 1.01 8.58
O -4.59 -1.16 7.63
H -5.62 -1.76 9.30
H -5.98 -2.70 7.84
H -7.73 -0.79 8.55
H -7.22 -0.86 6.85
C 4.23 1.11 3.17
C 3.50 0.32 2.11
O 3.22 -0.94 2.73
S 2.97 -0.72 4.30
O 1.57 -0.65 4.54
O 3.82 -1.61 5.01
O 3.58 0.77 4.40
H 5.27 0.81 3.24
H 4.17 2.18 3.00
H 4.09 0.18 1.21
H 2.54 0.78 1.85
C -0.19 -2.65 7.92
C -0.21 -3.79 8.92
O -1.59 -3.96 9.26
S -2.50 -3.61 7.98
O -2.83 -4.82 7.31
O -3.48 -2.65 8.36
O -1.36 -2.86 7.12
H -0.29 -1.69 8.42
H 0.70 -2.66 7.30
H 0.38 -3.57 9.81
H 0.15 -4.72 8.47
C -1.82 1.52 -8.25
C -1.59 0.03 -8.40
O -2.67 -0.58 -7.69
S -3.98 0.36 -7.80
O -4.80 -0.14 -8.84
O -4.46 0.60 -6.49
O -3.24 1.68 -8.33
H -1.49 1.87 -7.27
H -1.32 2.09 -9.03
H -0.63 -0.29 -8.00
H -1.66 -0.28 -9.45
*
```

Copy entry 1 word for word.
Computed, not measured: a molecular structure, C20H43InN2P3SSe at a distorted geometry, with ωB97M-V with the def2-TZVPD basis set.

Output
LUMO level: -10.94 eV
energy above the lowest of the compared OMol25 structures with the same formula, charge and spin: 239.2 kJ/mol
total energy: -133612.9955 eV
F_max: 4.932 eV/A
HOMO: -16.56 eV
Kohn-Sham gap: 5.6 eV

```
! wB97M-V def2-TZVPD RIJCOSX def2/J DEFGRID3
* xyz 3 1
In 0.38 -0.36 -0.10
P -1.48 -0.83 1.96
P 1.38 -2.84 -0.14
P -1.89 -0.89 -1.58
H -0.17 4.45 -0.36
C -1.25 4.35 -0.52
C -2.07 3.96 0.48
H -1.69 3.72 1.47
C -0.97 -0.30 3.63
C -1.93 -2.58 2.28
C -3.12 0.01 1.86
C 2.50 -3.06 -1.57
C 2.49 -3.14 1.27
C 0.31 -4.31 -0.22
C -2.98 0.58 -1.64
C -3.01 -2.29 -1.20
C -1.49 -1.17 -3.34
H -1.64 4.58 -1.52
H -3.16 3.91 0.33
H -0.60 0.73 3.61
H -0.16 -0.96 4.00
H -1.83 -0.38 4.31
H -1.02 -3.16 2.46
H -2.48 -3.01 1.44
H -2.56 -2.64 3.19
H -2.98 1.03 1.48
H -3.55 0.07 2.87
H -3.81 -0.52 1.20
H 3.13 -3.95 -1.39
H 3.13 -2.17 -1.70
H 1.91 -3.21 -2.49
H 3.08 -4.05 1.06
H 1.90 -3.29 2.19
H 3.17 -2.28 1.41
H 0.94 -5.21 -0.21
H -0.28 -4.29 -1.15
H -0.38 -4.34 0.64
H -3.49 0.58 -2.61
H -2.39 1.50 -1.54
H -3.72 0.55 -0.83
H -3.60 -2.51 -2.10
H -3.68 -2.06 -0.37
H -2.42 -3.18 -0.95
H -2.42 -1.09 -3.92
H -1.06 -2.17 -3.48
H -0.76 -0.42 -3.68
C 1.43 1.86 -3.53
C 0.98 3.14 -3.18
C 1.11 4.21 -4.08
C 1.67 4.00 -5.35
C 2.09 2.71 -5.72
C 1.97 1.65 -4.81
Se 1.51 0.30 -2.30
H 0.42 1.13 -0.96
H 0.53 3.30 -2.20
H 0.77 5.21 -3.79
H 1.77 4.83 -6.05
H 2.51 2.53 -6.71
H 2.30 0.65 -5.09
S 2.61 0.62 1.12
C 2.28 0.74 2.78
N 2.68 -0.14 3.73
C 2.46 0.35 5.08
C 1.82 1.72 4.86
N 1.68 1.79 3.41
H 3.20 -0.98 3.50
H 3.40 0.42 5.63
H 1.78 -0.33 5.62
H 2.47 2.52 5.23
H 0.85 1.80 5.35
H 1.44 2.63 2.91
*
```

Question: Which of these has the highest HOMO?
Answer: C20H43N2O29S7

Question: Which value of LUMO level does entry 2 give?
Answer: -2.25 eV

Question: What is the formula in the second record?
Answer: C20H43N2O29S7